Entry 1:
Below is a 3-piece molecular cluster, C25H45N3O9P overall at a distorted geometry, with properties calculated with ωB97M-V/def2-TZVPD.

CARTESIAN COORDINATES (ANGSTROEM)
1 N -2.918 0.364 1.902
2 C -3.026 1.455 1.375
3 O -3.543 2.565 0.631
4 P -2.513 2.831 -0.752
5 C -3.062 4.469 -1.501
6 C -2.147 4.998 -2.708
7 O -0.743 5.169 -2.373
8 C 0.045 5.276 -3.566
9 O 0.309 4.219 -4.188
10 C -2.715 1.332 -1.875
11 C -3.973 1.392 -2.886
12 C -3.375 1.322 -4.388
13 O -3.847 0.458 -5.186
14 O -2.310 2.139 -4.881
15 C -0.702 2.831 -0.189
16 C 0.099 1.496 -0.378
17 C 1.629 1.395 0.012
18 C 2.377 2.630 0.596
19 C 1.536 3.940 0.818
20 C 0.033 4.055 0.440
21 H -3.166 5.274 -0.694
22 H -4.118 4.289 -1.950
23 H -2.204 4.380 -3.669
24 H -2.550 6.054 -2.982
25 H 0.380 6.298 -3.955
26 H -2.866 0.413 -1.184
27 H -1.728 1.116 -2.441
28 H -4.692 2.264 -2.717
29 H -4.547 0.395 -2.746
30 H -1.440 1.895 -4.484
31 H -0.354 0.521 -0.802
32 H 2.184 0.391 -0.143
33 H 3.499 2.565 0.848
34 H 2.095 4.841 1.248
35 H -0.556 5.034 0.611
36 C -2.869 -0.843 4.597
37 O -1.974 -1.468 5.505
38 C -2.455 -1.497 6.852
39 C -2.830 -2.923 7.265
40 N -4.034 -3.380 6.569
41 C -4.279 -4.819 6.679
42 C -3.208 -5.779 6.132
43 O -3.077 -5.761 4.713
44 C -2.280 -4.703 4.204
45 H -2.341 -0.682 3.662
46 H -3.730 -1.489 4.391
47 H -3.212 0.124 4.976
48 H -3.284 -0.801 7.010
49 H -1.624 -1.166 7.483
50 H -3.009 -2.950 8.344
51 H -1.971 -3.563 7.043
52 H -3.953 -3.149 5.583
53 H -5.210 -5.017 6.137
54 H -4.472 -5.063 7.730
55 H -3.530 -6.794 6.383
56 H -2.233 -5.649 6.615
57 H -1.455 -4.443 4.875
58 H -2.902 -3.830 3.999
59 H -1.856 -5.028 3.251
60 C 5.628 -3.265 -4.793
61 O 6.468 -2.165 -4.475
62 C 6.297 -1.045 -5.347
63 C 5.611 0.113 -4.617
64 N 4.207 -0.192 -4.335
65 C 3.576 0.726 -3.385
66 C 4.174 0.826 -1.971
67 O 4.000 -0.348 -1.178
68 C 4.951 -1.377 -1.425
69 H 5.972 -4.128 -4.222
70 H 4.591 -3.061 -4.505
71 H 5.676 -3.509 -5.857
72 H 5.764 -1.314 -6.265
73 H 7.302 -0.720 -5.634
74 H 5.664 1.013 -5.238
75 H 6.174 0.297 -3.697
76 H 4.142 -1.131 -3.955
77 H 2.535 0.398 -3.283
78 H 3.546 1.727 -3.831
79 H 3.627 1.615 -1.448
80 H 5.222 1.144 -1.973
81 H 5.937 -0.980 -1.681
82 H 4.587 -2.043 -2.209
83 H 5.047 -1.973 -0.516

Molecular weight ... 562.621 g mol⁻¹
E_LUMO ... -4.41 eV
Total energy ... -58823.6952 eV
Kohn-Sham gap ... 5.5 eV
Total charge ... +1

Charges in e, computed with Löwdin, in the same order as the atoms:
1. N 0.21
2. C -0.23
3. O -0.18
4. P 1.07
5. C -0.19
6. C -0.20
7. O -0.14
8. C -0.20
9. O 0.06
10. C -0.24
11. C -0.09
12. C -0.37
13. O 0.09
14. O 0.02
15. C -0.27
16. C -0.03
17. C -0.02
18. C -0.01
19. C -0.03
20. C -0.04
21. H 0.13
22. H 0.12
23. H 0.12
24. H 0.16
25. H 0.17
26. H 0.12
27. H 0.11
28. H 0.12
29. H 0.15
30. H 0.11
31. H 0.10
32. H 0.10
33. H 0.12
34. H 0.10
35. H 0.11
36. C -0.14
37. O -0.20
38. C -0.21
39. C -0.21
40. N -0.06
41. C -0.20
42. C -0.22
43. O -0.18
44. C -0.10
45. H 0.03
46. H 0.08
47. H 0.09
48. H 0.12
49. H 0.12
50. H 0.12
51. H 0.10
52. H 0.06
53. H 0.12
54. H 0.12
55. H 0.12
56. H 0.11
57. H 0.09
58. H 0.07
59. H 0.09
60. C -0.11
61. O -0.20
62. C -0.20
63. C -0.20
64. N -0.05
65. C -0.19
66. C -0.22
67. O -0.22
68. C -0.08
69. H 0.09
70. H 0.07
71. H 0.09
72. H 0.12
73. H 0.12
74. H 0.12
75. H 0.10
76. H 0.07
77. H 0.11
78. H 0.12
79. H 0.07
80. H 0.12
81. H 0.09
82. H 0.07
83. H 0.09

---

Entry 2:
Below is a 3-piece molecular cluster, C25H46BF3IN2O6 overall at a distorted geometry, with properties calculated with ωB97M-V/def2-TZVPD.

CARTESIAN COORDINATES (ANGSTROEM)
1 F 2.008 -3.525 -0.147
2 C 1.147 -4.321 -1.007
3 F 1.071 -5.632 -0.406
4 F 1.668 -4.358 -2.338
5 B -0.355 -3.643 -0.955
6 O -0.398 -2.486 -0.022
7 C -1.238 -1.546 -0.754
8 C -2.096 -2.351 -1.914
9 C -3.402 -2.785 -1.085
10 C -4.640 -3.288 -1.979
11 C -6.060 -3.094 -1.208
12 I -6.005 -3.654 0.899
13 C -2.351 -1.249 -3.086
14 C -2.887 0.119 -2.441
15 C -1.926 1.320 -2.163
16 C -2.372 2.654 -1.506
17 C -3.871 2.790 -1.102
18 C -4.912 1.648 -1.380
19 C -4.378 0.333 -2.056
20 O -1.082 -3.361 -2.203
21 H -1.074 -4.459 -0.427
22 H -1.825 -0.804 -0.104
23 H -0.450 -0.999 -1.400
24 H -3.218 -3.581 -0.287
25 H -3.747 -1.841 -0.511
26 H -4.539 -4.417 -2.202
27 H -4.752 -2.760 -2.986
28 H -6.842 -3.772 -1.709
29 H -6.384 -1.994 -1.252
30 H -1.407 -1.049 -3.704
31 H -3.151 -1.606 -3.834
32 H -0.827 1.166 -2.448
33 H -1.613 3.494 -1.305
34 H -4.249 3.744 -0.598
35 H -6.014 1.796 -1.094
36 H -5.100 -0.520 -2.284
37 C -2.507 2.685 5.575
38 O -1.123 2.928 5.383
39 C -0.281 1.942 5.986
40 C 0.380 1.059 4.923
41 N -0.592 0.176 4.281
42 C -0.092 -0.477 3.065
43 C 0.343 0.421 1.894
44 O -0.726 1.118 1.261
45 C -1.132 2.313 1.908
46 H -3.050 3.583 5.275
47 H -2.851 1.859 4.948
48 H -2.734 2.475 6.625
49 H -0.814 1.343 6.731
50 H 0.508 2.491 6.511
51 H 1.162 0.454 5.394
52 H 0.856 1.726 4.196
53 H -1.415 0.714 4.034
54 H -0.902 -1.119 2.705
55 H 0.737 -1.137 3.335
56 H 0.757 -0.239 1.126
57 H 1.153 1.107 2.163
58 H -0.299 2.837 2.387
59 H -1.919 2.096 2.631
60 H -1.564 2.975 1.153
61 C 4.497 2.207 -4.139
62 O 4.715 0.831 -3.873
63 C 6.037 0.540 -3.417
64 C 6.036 0.169 -1.931
65 N 5.748 1.331 -1.090
66 C 5.443 0.995 0.304
67 C 4.225 0.095 0.578
68 O 2.971 0.702 0.293
69 C 2.587 0.657 -1.073
70 H 3.551 2.299 -4.676
71 H 4.412 2.777 -3.210
72 H 5.293 2.625 -4.761
73 H 6.736 1.356 -3.628
74 H 6.373 -0.333 -3.986
75 H 7.017 -0.237 -1.662
76 H 5.290 -0.620 -1.793
77 H 4.954 1.829 -1.475
78 H 5.273 1.947 0.819
79 H 6.329 0.544 0.760
80 H 4.214 -0.106 1.654
81 H 4.303 -0.885 0.095
82 H 2.927 -0.254 -1.573
83 H 2.952 1.543 -1.594
84 H 1.495 0.686 -1.118

Molecular weight ... 665.361 g mol⁻¹
E_LUMO ... 2.36 eV
Total energy ... -58860.4563 eV
Kohn-Sham gap ... 6.7 eV
Total charge ... -1

Charges in e, computed with Löwdin, in the same order as the atoms:
1. F 0.00
2. C -0.27
3. F 0.00
4. F 0.02
5. B -0.68
6. O -0.07
7. C -0.14
8. C -0.35
9. C -0.17
10. C -0.27
11. C -0.64
12. I 0.69
13. C -0.07
14. C -0.15
15. C -0.03
16. C -0.08
17. C -0.10
18. C -0.06
19. C -0.03
20. O -0.01
21. H 0.10
22. H 0.13
23. H 0.12
24. H 0.09
25. H 0.10
26. H 0.12
27. H 0.09
28. H 0.05
29. H 0.03
30. H 0.13
31. H 0.11
32. H 0.09
33. H 0.09
34. H 0.07
35. H 0.08
36. H 0.07
37. C -0.12
38. O -0.20
39. C -0.21
40. C -0.21
41. N -0.05
42. C -0.17
43. C -0.21
44. O -0.19
45. C -0.10
46. H 0.09
47. H 0.07
48. H 0.08
49. H 0.12
50. H 0.11
51. H 0.12
52. H 0.10
53. H 0.06
54. H 0.12
55. H 0.12
56. H 0.11
57. H 0.10
58. H 0.09
59. H 0.07
60. H 0.06
61. C -0.12
62. O -0.19
63. C -0.21
64. C -0.21
65. N -0.06
66. C -0.20
67. C -0.21
68. O -0.20
69. C -0.08
70. H 0.09
71. H 0.07
72. H 0.08
73. H 0.12
74. H 0.12
75. H 0.12
76. H 0.10
77. H 0.06
78. H 0.12
79. H 0.11
80. H 0.12
81. H 0.11
82. H 0.10
83. H 0.07
84. H 0.08

---

Entry 3:
Below is a 5-piece molecular cluster, C25H47BN7O3 overall at a distorted geometry, with properties calculated with ωB97M-V/def2-TZVPD.

CARTESIAN COORDINATES (ANGSTROEM)
1 C -4.101 -3.085 -0.320
2 C -2.653 -2.606 -0.153
3 O -2.604 -1.618 0.843
4 C -1.561 -0.655 0.688
5 C -0.816 -0.366 1.990
6 O -1.136 0.841 2.620
7 B -2.431 1.005 3.333
8 C -2.069 1.863 4.689
9 C -3.168 2.284 5.599
10 N -4.315 1.739 5.666
11 C -3.501 1.805 2.382
12 C -2.953 3.104 1.824
13 N -3.663 3.549 0.578
14 O -3.084 -0.349 3.646
15 C -2.703 -0.972 4.674
16 N -2.354 -1.582 5.594
17 H -4.552 -2.636 -1.204
18 H -4.166 -4.169 -0.390
19 H -4.673 -2.757 0.545
20 H -2.027 -3.461 0.134
21 H -2.295 -2.213 -1.108
22 H -0.839 -1.052 -0.029
23 H -1.954 0.273 0.267
24 H 0.245 -0.291 1.715
25 H -0.895 -1.237 2.649
26 H -1.291 1.367 5.280
27 H -1.599 2.788 4.334
28 H -2.937 3.134 6.263
29 H -4.875 2.212 6.374
30 H -4.428 2.026 2.917
31 H -3.777 1.160 1.538
32 H -3.074 3.888 2.580
33 H -1.891 3.030 1.592
34 H -3.901 4.529 0.697
35 H -4.563 3.081 0.562
36 C 3.828 1.136 -1.559
37 C 3.390 0.102 -0.532
38 C 2.535 -1.015 -1.136
39 C 1.308 -0.494 -1.731
40 N 0.332 -0.095 -2.182
41 H 2.975 1.660 -1.993
42 H 4.469 1.887 -1.092
43 H 4.389 0.666 -2.371
44 H 2.831 0.593 0.266
45 H 4.269 -0.355 -0.077
46 H 2.276 -1.753 -0.378
47 H 3.098 -1.537 -1.914
48 C 8.866 1.683 -0.843
49 C 8.836 1.228 -2.298
50 C 7.444 0.769 -2.747
51 C 6.971 -0.365 -1.957
52 N 6.620 -1.258 -1.328
53 H 8.603 0.868 -0.168
54 H 9.862 2.031 -0.570
55 H 8.165 2.502 -0.674
56 H 9.548 0.414 -2.443
57 H 9.152 2.047 -2.946
58 H 7.455 0.470 -3.796
59 H 6.722 1.580 -2.640
60 C -4.670 3.011 -3.725
61 C -5.982 3.782 -3.632
62 C -6.302 4.224 -2.200
63 C -6.423 3.077 -1.305
64 N -6.468 2.168 -0.606
65 H -4.707 2.092 -3.140
66 H -4.458 2.739 -4.759
67 H -3.836 3.607 -3.352
68 H -6.800 3.165 -4.010
69 H -5.934 4.671 -4.264
70 H -7.235 4.788 -2.164
71 H -5.505 4.864 -1.816
72 C 2.101 -7.098 -0.282
73 C 2.663 -6.089 -1.276
74 C 3.310 -4.879 -0.593
75 C 2.343 -4.151 0.225
76 N 1.564 -3.588 0.852
77 H 1.309 -6.656 0.324
78 H 1.678 -7.956 -0.804
79 H 2.879 -7.463 0.391
80 H 1.868 -5.745 -1.938
81 H 3.416 -6.571 -1.904
82 H 3.716 -4.188 -1.333
83 H 4.133 -5.194 0.050

Molecular weight ... 504.509 g mol⁻¹
E_LUMO ... 1.80 eV
Total energy ... -43937.9230 eV
Kohn-Sham gap ... 6.4 eV
Total charge ... -1

Charges in e, computed with Löwdin, in the same order as the atoms:
1. C -0.07
2. C -0.29
3. O -0.15
4. C -0.17
5. C -0.20
6. O -0.04
7. B -0.79
8. C -0.10
9. C -0.27
10. N 0.10
11. C -0.10
12. C -0.29
13. N -0.02
14. O 0.10
15. C -0.45
16. N 0.11
17. H 0.06
18. H 0.06
19. H 0.08
20. H 0.11
21. H 0.11
22. H 0.07
23. H 0.13
24. H 0.11
25. H 0.12
26. H 0.11
27. H 0.10
28. H 0.09
29. H 0.03
30. H 0.09
31. H 0.10
32. H 0.10
33. H 0.10
34. H 0.04
35. H 0.00
36. C -0.12
37. C -0.25
38. C -0.19
39. C -0.23
40. N 0.16
41. H 0.07
42. H 0.07
43. H 0.05
44. H 0.12
45. H 0.09
46. H 0.06
47. H 0.11
48. C -0.11
49. C -0.26
50. C -0.19
51. C -0.24
52. N 0.16
53. H 0.07
54. H 0.07
55. H 0.08
56. H 0.11
57. H 0.11
58. H 0.12
59. H 0.11
60. C -0.11
61. C -0.27
62. C -0.19
63. C -0.25
64. N 0.17
65. H 0.07
66. H 0.07
67. H 0.08
68. H 0.11
69. H 0.10
70. H 0.11
71. H 0.12
72. C -0.11
73. C -0.26
74. C -0.18
75. C -0.24
76. N 0.18
77. H 0.07
78. H 0.07
79. H 0.08
80. H 0.11
81. H 0.10
82. H 0.11
83. H 0.12

---

Entry 4:
Below is C25H47N2O3PReS as an isolated structure at a distorted geometry, with properties calculated with ωB97M-V/def2-TZVPD.

CARTESIAN COORDINATES (ANGSTROEM)
1 Re 0.304 -0.143 -0.395
2 C -3.619 -0.628 -0.736
3 C -2.815 0.320 0.146
4 C -3.688 1.366 0.799
5 O -1.757 0.932 -0.668
6 C -2.126 -0.553 1.178
7 O -2.622 -0.874 2.206
8 O -0.915 -1.032 0.767
9 H -4.048 -0.084 -1.579
10 H -4.429 -1.057 -0.146
11 H -3.001 -1.449 -1.111
12 H -4.301 1.867 0.048
13 H -3.078 2.102 1.328
14 H -4.344 0.881 1.517
15 H -1.745 1.886 -0.492
16 C 1.992 -0.538 0.794
17 C 3.235 -0.615 0.017
18 C 4.032 0.523 -0.188
19 C 5.220 0.430 -0.885
20 C 5.639 -0.805 -1.387
21 C 4.866 -1.946 -1.185
22 C 3.670 -1.852 -0.499
23 H 1.963 0.307 1.492
24 H 1.744 -1.462 1.323
25 H 3.725 1.476 0.234
26 H 5.835 1.308 -1.030
27 H 6.580 -0.880 -1.919
28 H 5.213 -2.905 -1.551
29 H 3.076 -2.741 -0.303
30 C 2.184 1.000 -2.760
31 C 1.943 -0.416 -3.323
32 C 2.006 -0.429 -4.854
33 P 0.400 -1.079 -2.608
34 C 0.532 -2.902 -2.476
35 C 0.827 -3.633 -3.789
36 C -0.703 -3.472 -1.762
37 C -1.093 -0.510 -3.522
38 C -1.398 -1.223 -4.842
39 C -1.026 1.015 -3.702
40 H 3.248 1.217 -2.695
41 H 1.781 1.132 -1.734
42 H 1.715 1.761 -3.382
43 H 2.708 -1.091 -2.929
44 H 1.328 0.308 -5.286
45 H 1.767 -1.404 -5.277
46 H 3.020 -0.168 -5.169
47 H 1.399 -3.019 -1.816
48 H 0.041 -3.487 -4.528
49 H 0.885 -4.702 -3.577
50 H 1.782 -3.336 -4.223
51 H -1.594 -3.397 -2.391
52 H -0.897 -2.974 -0.811
53 H -0.540 -4.530 -1.549
54 H -1.897 -0.735 -2.819
55 H -0.621 -1.063 -5.590
56 H -2.330 -0.816 -5.239
57 H -1.546 -2.293 -4.707
58 H -0.432 1.281 -4.578
59 H -0.603 1.527 -2.836
60 H -2.031 1.410 -3.855
61 C -2.549 0.195 6.319
62 C -2.680 1.435 5.443
63 N -1.866 1.342 4.216
64 C -0.743 1.954 3.851
65 S -0.224 1.870 2.188
66 N 0.022 2.682 4.661
67 C 0.002 2.844 6.126
68 C -0.584 4.183 6.558
69 H -3.248 0.259 7.154
70 H -1.540 0.087 6.719
71 H -2.786 -0.702 5.743
72 H -2.431 2.338 5.984
73 H -3.713 1.531 5.111
74 H -2.195 0.652 3.564
75 H 0.757 3.174 4.183
76 H 1.037 2.773 6.455
77 H -0.533 2.013 6.568
78 H 0.045 5.006 6.215
79 H -0.645 4.232 7.646
80 H -1.585 4.329 6.149

ΔE to the lowest compared entry with this formula, charge and spin ... 261.05 kJ/mol
Molecular weight ... 672.910 g mol⁻¹
E_LUMO (alpha / beta) ... -8.69 / -8.29 eV
Total energy ... -58048.8484 eV
Kohn-Sham gap (alpha / beta) ... 4.7 / 5.1 eV
Spin multiplicity ... 2
Total charge ... +2

Charges in e, computed with Löwdin, in the same order as the atoms:
1. Re 1.41
2. C 0.02
3. C -0.50
4. C 0.01
5. O -0.14
6. C -0.56
7. O 0.16
8. O -0.24
9. H 0.11
10. H 0.12
11. H 0.08
12. H 0.11
13. H 0.08
14. H 0.11
15. H 0.12
16. C -0.22
17. C -0.32
18. C -0.05
19. C -0.05
20. C -0.03
21. C -0.05
22. C -0.05
23. H 0.04
24. H 0.11
25. H 0.13
26. H 0.12
27. H 0.12
28. H 0.12
29. H 0.12
30. C -0.09
31. C -0.49
32. C -0.07
33. P 0.98
34. C -0.51
35. C -0.07
36. C -0.09
37. C -0.49
38. C -0.07
39. C -0.10
40. H 0.09
41. H 0.02
42. H 0.09
43. H 0.10
44. H 0.07
45. H 0.07
46. H 0.10
47. H 0.09
48. H 0.07
49. H 0.10
50. H 0.08
51. H 0.09
52. H 0.05
53. H 0.10
54. H 0.07
55. H 0.08
56. H 0.10
57. H 0.07
58. H 0.08
59. H 0.05
60. H 0.10
61. C -0.06
62. C -0.20
63. N 0.04
64. C -0.74
65. S 0.61
66. N 0.02
67. C -0.21
68. C -0.07
69. H 0.09
70. H 0.07
71. H 0.08
72. H 0.09
73. H 0.12
74. H 0.08
75. H 0.11
76. H 0.13
77. H 0.09
78. H 0.08
79. H 0.09
80. H 0.07